Record 1
C42H51AsClCsF5IN3O2PS | wB97M-V/def2-TZVPD

Structure (XYZ):
```
109
Properties=species:S:1:pos:R:3:forces:R:3:mulliken_charge:R:1
Cs 0.152 0.225 0.256 -0.70 -0.53 -0.12 0.186
I 3.443 -3.582 3.631 -0.03 -0.02 0.05 -0.105
As -0.702 4.061 -1.115 0.07 -0.06 -0.07 0.606
Cl 7.555 -2.820 -0.225 0.03 -0.01 0.00 -0.332
S -2.088 2.509 -1.230 0.01 0.20 -0.02 -0.414
P 2.888 1.707 2.626 0.21 -0.11 0.19 0.965
F -1.514 3.195 -6.491 -0.01 0.01 0.01 -0.387
F 2.718 0.058 -5.085 0.01 -0.03 -0.03 -0.375
F 0.119 3.996 -4.491 -0.06 0.07 0.01 -0.414
F 1.063 -0.706 -7.078 -0.01 0.00 0.00 -0.425
F -1.049 0.846 -7.782 0.00 0.00 0.00 -0.375
O 2.033 -1.693 1.504 0.11 -0.03 -0.03 -0.543
O 2.012 1.924 1.444 0.10 0.45 0.06 -0.253
N -2.334 -1.863 0.137 0.10 -0.01 -0.03 0.495
N 2.920 -0.617 -0.855 -0.04 0.02 -0.03 0.658
N -2.702 0.014 2.314 -0.08 -0.08 -0.02 0.271
C -3.327 3.030 4.191 -0.02 0.02 -0.01 -1.927
C -2.160 -2.526 -2.184 -0.01 0.00 -0.01 0.559
C -1.919 -4.200 -0.428 0.01 -0.01 -0.03 0.585
C 4.535 1.096 2.206 -0.02 0.06 0.02 -1.006
C -4.804 -0.799 2.690 0.01 -0.10 0.00 -1.769
C -4.557 0.214 3.616 -0.14 0.06 0.03 -0.883
C -1.222 2.076 3.235 -0.15 -0.09 -0.02 -0.839
C -0.582 4.824 0.662 -0.01 0.02 -0.03 -0.701
C 3.744 -1.419 -0.146 0.09 0.02 0.07 -0.356
C -2.477 1.765 4.048 0.00 -0.01 0.03 2.755
C -1.980 -3.523 -3.134 0.00 0.00 0.03 -0.166
C -1.735 -5.166 -1.413 -0.03 -0.02 -0.01 -0.249
C 5.415 -3.038 1.404 0.03 -0.02 0.02 -0.608
C 3.350 -0.052 -1.956 -0.01 0.00 -0.05 -0.513
C -0.235 1.235 -6.777 -0.04 -0.01 -0.05 0.734
C -1.180 5.572 -2.224 -0.03 0.01 0.08 -1.187
C -2.063 1.274 5.442 -0.01 -0.01 0.01 -1.882
C 1.476 2.050 -4.680 0.06 -0.02 0.00 -1.095
C -3.257 0.679 3.331 0.22 0.02 -0.06 -0.208
C -2.180 -2.875 -0.821 0.03 0.07 0.02 -0.793
C -3.639 -0.898 1.909 0.08 0.12 0.02 0.483
C 0.845 0.453 -6.412 0.05 -0.05 0.00 0.135
C -0.275 -4.964 1.304 0.02 0.00 -0.01 -1.412
C -1.785 -4.844 -2.759 0.01 0.00 -0.03 -1.662
C 4.652 -0.245 -2.454 0.03 -0.04 0.03 -0.756
C 4.102 -2.791 1.818 0.04 0.09 -0.05 0.184
C -0.466 2.426 -6.113 -0.02 -0.01 0.00 0.292
C 5.899 -2.491 0.250 -0.07 0.03 -0.01 0.673
C 3.181 3.258 3.518 0.01 -0.03 0.03 -1.346
C -3.406 -1.815 0.839 0.00 -0.01 -0.01 -0.566
C -3.560 -0.795 -3.382 0.00 0.01 -0.02 -1.891
C 5.078 -1.661 -0.556 -0.01 -0.06 0.01 0.419
C 0.401 2.781 -5.096 0.11 -0.05 0.01 0.584
C 2.239 0.548 3.836 0.04 0.02 0.00 -0.654
C 1.661 0.890 -5.383 -0.07 0.08 0.06 0.459
C 5.510 -1.046 -1.754 -0.05 0.04 -0.03 -1.145
C 3.192 -1.974 1.109 0.00 -0.03 -0.04 -0.282
C -2.271 -1.075 -2.611 0.03 -0.01 -0.01 1.718
C -1.043 -0.651 -3.420 -0.02 -0.02 0.00 -1.598
C -1.730 -4.575 1.031 -0.02 -0.01 0.01 0.863
C 1.143 3.644 -1.496 -0.06 -0.03 0.02 -0.178
C -2.689 -5.684 1.467 0.00 0.00 0.01 -1.724
H -1.509 2.439 2.247 0.07 0.05 -0.01 0.161
H -0.681 1.143 3.083 0.17 0.11 0.03 -0.492
H -2.062 6.037 -1.785 -0.01 -0.01 -0.02 0.394
H -1.943 -3.694 1.634 -0.01 -0.01 0.01 0.305
H 1.660 4.575 -1.734 0.02 0.00 0.02 0.502
H -0.089 4.095 1.304 0.01 0.01 0.01 -0.148
H -0.584 2.814 3.734 -0.03 0.01 0.03 0.644
H 0.403 -4.149 1.045 0.00 0.00 0.01 0.271
H -4.438 -1.053 -2.787 0.01 0.01 0.01 0.432
H -1.528 -6.189 -1.118 0.00 0.00 0.00 0.286
H -0.131 -5.191 2.364 0.00 0.00 0.00 0.458
H -4.235 2.830 4.766 0.00 0.00 0.00 0.370
H -1.407 5.198 -3.217 0.00 0.00 -0.03 0.307
H 4.938 0.232 -3.381 0.01 -0.01 0.00 0.521
H -4.220 -2.527 0.635 -0.01 0.00 0.02 0.216
H 0.015 -5.847 0.727 -0.02 0.01 -0.01 0.262
H 3.690 3.959 2.855 -0.01 -0.01 -0.01 0.361
H 6.057 -3.666 2.007 0.01 0.00 -0.01 0.389
H 5.230 1.243 3.035 -0.01 0.00 0.00 0.468
H 1.575 3.197 -0.598 0.01 -0.03 -0.02 -0.065
H -0.359 6.287 -2.271 0.01 -0.01 0.01 0.360
H -2.525 -6.599 0.890 0.00 0.00 0.01 0.263
H -1.974 -3.256 -4.185 0.00 -0.01 0.00 0.339
H -1.014 -1.151 -4.392 0.00 0.01 0.00 0.352
H -5.227 0.573 4.386 0.00 0.01 -0.01 0.429
H 1.226 2.972 -2.351 -0.02 0.03 -0.02 -0.221
H -0.123 -0.921 -2.895 0.04 0.04 -0.02 0.380
H -1.450 0.374 5.358 0.00 0.00 -0.01 0.350
H 1.319 0.937 4.272 0.00 0.00 -0.02 0.193
H 4.486 0.033 1.970 -0.02 -0.01 -0.02 0.065
H -2.766 3.820 4.704 0.00 0.00 0.00 0.442
H 2.033 -0.393 3.315 -0.01 0.01 -0.01 0.006
H -2.542 -5.924 2.523 0.00 0.01 0.00 0.462
H -1.640 -5.610 -3.512 0.00 0.00 0.01 0.346
H -3.729 -5.382 1.325 0.00 0.00 0.00 0.391
H -1.585 5.021 1.035 0.00 -0.01 0.00 0.342
H -2.301 -0.470 -1.704 -0.02 0.00 0.03 -0.093
H -1.488 2.041 5.974 0.00 0.00 0.00 0.401
H 3.787 3.104 4.413 -0.01 -0.01 0.00 0.397
H -3.616 0.265 -3.642 -0.01 0.00 0.00 0.401
H 2.971 0.362 4.625 0.00 0.01 -0.01 0.476
H 2.217 3.682 3.800 0.00 -0.01 0.01 0.302
H 6.519 -1.223 -2.103 0.00 0.00 0.00 0.383
H -5.702 -1.393 2.581 0.01 0.00 0.01 0.396
H 4.892 1.633 1.326 0.01 0.00 0.01 0.285
H -2.941 1.023 6.042 0.00 0.00 0.00 0.420
H 0.000 5.746 0.627 0.02 -0.01 0.02 0.489
H -1.036 0.427 -3.593 -0.01 0.00 0.00 0.328
H -3.629 3.398 3.208 0.00 0.00 0.00 0.345
H -3.598 -1.374 -4.309 0.01 0.00 0.00 0.346
H 2.661 0.586 -2.505 -0.01 -0.03 0.02 0.377
```
Positions in Å, forces in eV/Å.

Properties
Energy above the lowest of the compared OMol25 structures with the same formula, charge and spin in kcal per mole: 7.37
E_tot in Ha: -6198.61401
Strongest force on any atom in eV Å⁻¹: 0.9
Total charge: -2
HOMO in eV: -2.27

***

Record 2
C42H51F43N6O8P | wB97M-V/def2-TZVPD

Structure (XYZ):
```
151
Properties=species:S:1:pos:R:3:forces:R:3:mulliken_charge:R:1
P 0.474 5.354 1.404 -1.27 2.33 -0.41 0.221
F -5.532 -11.796 -2.958 0.70 -0.28 0.66 -0.277
F 1.026 -4.444 0.135 0.06 -0.30 0.05 -0.347
F -3.089 -4.564 1.361 -0.77 -0.08 -0.43 -0.271
F -6.184 -12.755 -7.094 0.19 0.37 0.04 -0.292
F 9.078 2.940 0.054 -2.49 -3.79 1.70 -0.256
F 5.053 14.854 7.409 0.37 -0.27 0.29 -0.270
F -0.390 -6.775 -0.183 0.13 0.48 0.36 -0.270
F 4.198 10.575 6.002 0.49 0.12 -0.22 -0.243
F 5.722 12.228 8.449 0.18 0.31 0.43 -0.191
F -7.325 -6.106 -2.345 0.45 0.28 -0.39 -0.333
F -4.047 -4.207 -1.208 -0.06 -0.17 0.42 -0.247
F -5.458 -6.291 -5.363 0.27 0.04 0.70 -0.187
F -5.889 0.087 -4.049 -0.01 -0.99 -0.09 -0.292
F -2.277 1.114 -4.722 -0.35 0.40 0.10 -0.283
F 6.926 15.565 8.253 0.13 -0.66 0.10 -0.325
F -8.837 -5.469 -7.735 0.45 -0.74 0.26 -0.303
F -3.652 -13.416 -4.551 0.37 0.30 0.56 -0.203
F -4.808 -5.839 1.024 0.56 0.11 -0.71 -0.281
F -3.998 -14.051 -2.497 -0.05 0.62 0.04 -0.261
F -2.545 2.865 -3.463 -0.39 0.22 0.03 -0.333
F -4.994 1.520 -5.658 0.30 0.66 0.13 -0.192
F 8.524 1.681 2.008 -0.99 0.17 -4.84 -0.244
F -5.953 -12.943 -4.945 -0.31 0.19 -0.55 -0.222
F -2.191 -5.338 -1.339 -0.53 -0.25 0.09 -0.214
F 5.534 13.823 9.908 0.19 0.21 -0.37 -0.286
F 6.311 11.565 4.333 -0.61 0.04 0.34 -0.321
F -3.599 3.141 -6.017 0.19 -0.12 0.42 -0.283
F -6.808 -8.018 -6.296 -0.58 0.17 -0.22 -0.172
F -7.028 -5.093 -6.604 -0.39 -0.34 -0.76 -0.257
F -3.793 -0.503 -6.038 -0.08 -0.57 0.45 -0.225
F -1.092 -4.000 0.297 0.65 0.11 0.17 -0.164
F -7.500 -7.677 -3.837 0.38 0.32 0.04 -0.243
F -5.601 -1.713 -6.128 0.08 0.11 0.67 -0.264
F -4.892 -6.957 -3.377 -0.21 -0.12 0.20 -0.309
F -5.539 -1.903 -3.267 0.41 0.08 -0.67 -0.252
F 0.715 -6.725 1.688 -0.23 0.64 0.08 -0.328
F 6.739 11.566 6.457 -0.47 -0.46 -0.76 -0.274
F -6.649 -7.229 -8.319 -0.44 0.39 0.37 -0.285
F -3.813 -11.585 -6.357 -0.51 0.00 0.06 -0.299
F 3.995 12.572 6.844 0.14 -0.18 -0.79 -0.201
F 8.559 0.592 -0.217 -1.07 4.15 3.07 -0.251
F -3.845 -11.302 -1.691 0.21 -0.55 -0.52 -0.280
F -5.288 -10.128 -7.009 -0.34 -0.39 0.35 -0.288
O -3.867 -0.437 -3.179 -1.07 0.19 -1.49 -0.398
O 6.279 13.516 5.404 -0.72 -1.69 0.91 -0.410
O -8.796 -6.084 -5.597 1.66 -0.19 -0.86 -0.432
O 1.965 -2.035 2.754 0.38 3.49 1.94 -0.284
O -2.796 -6.787 1.052 -0.03 1.79 -0.76 -0.368
O -3.778 -10.654 -3.818 -0.80 -1.70 0.39 -0.443
O 1.599 6.697 1.110 -1.68 -1.48 0.26 -0.535
O 1.155 -1.257 4.902 6.78 -0.13 -5.52 -0.458
N 3.096 2.245 0.578 -0.83 3.83 2.30 0.323
N 7.711 8.306 5.328 -0.89 0.21 1.02 -0.620
N 4.313 2.339 1.268 3.04 2.18 4.08 0.178
N 3.143 4.232 2.086 2.32 -4.58 -2.33 -0.215
N -1.930 1.808 -0.150 5.50 0.49 1.47 -0.696
N 1.123 3.835 0.635 1.21 0.89 1.28 0.248
C -4.959 -0.897 -3.975 0.04 0.99 1.90 0.585
C -3.828 0.976 -2.949 0.14 -0.17 1.06 -0.470
C -5.713 -6.104 -4.049 0.87 0.07 0.00 0.302
C -0.610 1.948 0.204 -3.83 0.76 -1.70 0.287
C -3.224 1.839 -4.067 0.57 -1.11 -0.07 0.925
C 4.451 11.892 5.763 -1.05 0.06 0.32 0.202
C 6.307 14.449 7.751 -0.62 0.66 -0.76 0.832
C -4.522 -1.417 -5.351 0.25 -0.30 -1.08 0.362
C -8.017 -6.002 -6.789 -1.02 1.57 1.11 0.725
C -1.614 -6.530 1.820 -0.34 -0.74 0.78 -0.736
C -7.171 -6.365 -3.683 -0.98 -0.63 -0.06 0.972
C 2.857 1.110 -0.352 1.25 -2.67 -1.61 -0.453
C -0.080 -4.665 0.898 0.54 0.61 -0.12 0.171
C 4.464 3.517 2.249 -6.13 -0.87 -3.79 0.032
C -3.487 -13.043 -3.257 0.41 -0.97 -0.27 0.199
C 5.709 3.943 3.225 -0.71 0.59 0.31 -0.432
C 2.826 -0.396 0.376 0.47 0.37 -0.89 -0.387
C -4.178 -11.709 -2.946 -0.68 2.09 -0.26 0.736
C -6.121 -12.040 -5.937 -0.67 -0.76 -0.56 0.116
C -4.786 -10.189 -4.723 0.14 1.11 0.21 -0.489
C -7.499 -7.367 -7.264 0.39 -0.88 -0.53 0.164
C -0.348 -6.162 1.031 -0.34 -1.14 -0.55 0.852
C -3.465 -5.392 -0.875 0.01 -0.08 -0.94 0.786
C 6.532 7.337 5.467 0.10 0.38 -0.67 -0.278
C 6.610 6.320 4.160 -0.25 -0.80 0.51 -0.633
C 5.946 12.133 5.514 1.87 1.39 -0.11 0.778
C 5.315 5.271 4.160 0.42 1.04 -0.40 -0.418
C 1.349 -1.096 0.379 1.13 -1.56 1.50 -0.390
C 2.178 -1.322 4.048 -6.01 -0.87 3.43 0.232
C -3.521 -5.629 0.640 0.26 -1.00 1.95 0.561
C 5.558 1.493 1.248 1.69 -0.82 -1.09 -0.907
C 7.065 14.045 6.477 0.79 0.54 -0.63 -0.659
C -4.995 -11.012 -6.003 1.13 0.20 -0.04 0.850
C 0.226 3.222 -0.398 -0.72 -0.42 -0.99 -1.030
C -8.198 -5.503 -4.432 -0.95 0.58 0.19 -0.822
C 6.648 2.297 0.265 -0.15 -1.56 -0.47 -0.662
C 6.278 13.392 8.851 -0.23 -0.15 1.23 0.105
C 2.356 3.453 1.056 3.35 -1.50 0.87 0.185
C 0.263 5.079 3.319 1.03 -0.61 0.18 -0.733
C 8.205 1.838 0.559 1.40 0.96 -0.64 0.742
C -4.236 2.448 -5.034 -0.30 0.75 -1.00 0.079
C 0.926 -1.280 1.981 -1.44 -0.18 -1.15 -0.624
H 8.214 8.422 6.241 -0.84 -0.15 -1.25 0.288
H 0.822 2.988 -1.398 -1.14 0.26 2.23 0.320
H 5.079 4.989 5.271 0.41 0.24 -2.26 0.340
H 1.476 -2.205 -0.039 -0.37 2.58 0.78 0.274
H 6.471 3.454 0.279 0.80 -2.30 0.25 0.398
H 7.493 14.968 6.066 -0.36 -0.11 0.11 0.423
H 0.771 -0.207 2.434 0.11 -2.25 -0.63 0.499
H -2.413 -12.980 -3.062 -0.11 0.23 0.08 0.230
H -7.091 -11.553 -5.800 0.11 0.18 0.05 0.262
H -1.809 -5.835 2.646 0.13 0.04 -0.39 0.325
H 3.542 -1.114 -0.253 -1.43 1.78 1.42 0.298
H -7.827 -4.488 -4.628 0.18 -0.38 -0.01 0.381
H 6.643 4.263 2.596 -1.87 -0.91 0.91 0.287
H 7.390 9.259 5.036 0.33 -1.35 0.46 0.216
H -4.900 3.148 -4.519 0.07 -0.08 0.18 0.294
H 7.285 13.184 9.224 0.07 0.11 -0.17 0.279
H -4.426 -9.204 -5.044 0.09 -0.35 -0.08 0.359
H -0.760 5.575 3.674 2.34 -1.03 -1.07 0.360
H -0.594 4.028 -0.722 1.99 -1.64 1.01 0.469
H 5.515 7.940 5.461 1.90 -1.39 -0.02 0.128
H -3.915 -2.322 -5.251 -0.07 0.05 0.24 0.212
H -9.039 -5.355 -3.744 0.20 -0.32 -0.11 0.430
H 3.317 -0.241 1.426 -1.22 -0.65 -1.79 0.203
H -0.114 1.204 0.959 -1.08 1.51 -1.55 0.305
H -0.044 -1.962 2.039 1.84 1.93 -0.03 0.183
H -4.796 1.359 -2.602 0.17 -0.04 -0.38 0.363
H 0.533 -0.552 -0.258 1.55 -0.95 1.42 0.217
H 7.937 13.415 6.693 -0.40 0.03 0.14 0.316
H 7.577 5.645 4.240 -1.75 1.59 -0.06 0.306
H 6.005 1.316 2.340 -1.28 0.72 -2.39 0.408
H 4.412 5.872 3.722 1.56 -1.46 0.78 0.246
H 6.676 6.928 3.135 -0.24 -1.27 2.37 0.193
H -5.417 -5.086 -3.781 -0.21 0.05 0.06 0.084
H 5.997 3.066 3.950 -0.62 1.48 -1.71 0.300
H -8.327 -8.011 -7.575 -0.10 0.24 0.06 0.273
H -5.730 -9.976 -4.205 0.16 -0.31 -0.20 0.324
H 6.400 1.904 -0.831 0.81 1.03 2.28 0.349
H 1.918 1.143 -1.036 1.66 0.77 1.60 0.351
H 0.101 -4.209 1.875 -0.03 -0.21 0.11 0.237
H 3.795 1.052 -1.089 -2.06 0.50 1.52 0.143
H 0.209 3.898 3.443 0.09 2.55 -0.04 0.215
H 5.449 0.431 0.774 -0.27 2.08 0.96 0.412
H 3.857 12.202 4.898 0.26 0.02 -0.07 0.238
H -3.983 -6.190 -1.413 -0.01 -0.03 0.30 -0.175
H -3.167 1.088 -2.080 0.00 -0.21 -0.37 0.213
H -2.221 2.570 -0.802 0.56 -0.45 0.56 0.201
H -1.403 -7.487 2.314 0.04 0.13 -0.37 0.447
H 6.616 6.776 6.494 -0.21 0.83 -2.19 0.310
H 1.190 5.520 3.886 -1.91 -0.97 -0.90 0.200
H 1.118 7.406 0.581 0.60 -1.62 0.90 0.342
H 3.220 -0.857 4.344 -1.89 -1.25 -1.05 0.276
```
Positions in Å, forces in eV/Å.

Properties
Energy above the lowest of the compared OMol25 structures with the same formula, charge and spin in kcal per mole: 319.50
E_tot in Ha: -7196.31449
Strongest force on any atom in eV Å⁻¹: 8.7
Total charge: +1
HOMO in eV: -11.26